# C6H13N5

A cluster of 2 separate species, C6H13N5 in total (wB97M-V/def2-TZVPD, the OMol25 dataset).

```
! wB97M-V def2-TZVPD RIJCOSX def2/J DEFGRID3
* xyz 2 1
C 1.3727 -3.3927 3.5259
C 1.2148 -2.7761 2.3534
C -0.6122 0.0904 1.3462
C 0.0691 -0.4289 2.4875
C 1.0125 -3.0770 4.8543
C 0.8476 -1.2498 0.4881
N 0.8014 -1.4738 2.0595
N -0.0576 -0.2653 0.2400
N 0.6379 -1.8690 5.0104
N -2.7360 5.3181 -6.8077
N 0.4139 -1.3606 6.1763
H 1.8763 -4.4043 3.3982
H 1.8448 -2.9576 1.4205
H -1.4685 0.6892 1.2037
H -0.0740 -0.6962 3.6970
H 0.8942 -3.7349 5.7313
H 1.8670 -1.0364 0.1644
H 0.4191 -2.2440 0.1746
H -2.4719 6.3307 -6.9365
H -2.4260 4.5908 -7.4941
H -2.2044 4.8298 -6.0214
H 0.2511 -0.3226 6.1844
H -3.7960 5.1979 -6.7800
H 0.5860 -1.9431 6.9972
*
```

Properties
- ΔE to the lowest compared entry with this formula, charge and spin (kcal per mole) = 102.5
- orbital gap (spin up / spin down) (eV) = 6.89 / 6.89
- HOMO (spin up / spin down) (eV) = -13.60 / -13.60